Record 1
3 unconnected molecules or ions with the total composition CH7NO2. Source: the OMol25 dataset; level of theory: ωB97M-V/def2-TZVPD.

XYZ file:
```
11
Properties=species:S:1:pos:R:3:forces:R:3
C -0.9762 2.0147 -2.6598 0.641 -0.349 0.552
N -0.1468 2.0601 -1.6747 0.138 -2.297 -1.881
H -0.6491 1.7761 -3.6887 0.047 1.611 0.066
H -2.0475 2.0602 -2.4692 -0.360 -0.831 -0.189
H -0.5705 1.3845 -1.0220 -0.454 1.859 1.472
O 2.4187 -0.6549 1.8979 1.107 0.148 -0.261
H 3.2510 -1.1505 1.8118 -0.540 -0.274 0.173
H 2.7591 0.2168 1.6488 -0.575 0.112 0.082
O -1.5881 -2.3096 2.0860 -0.927 0.838 0.021
H -1.0263 -2.6102 2.7907 0.507 -0.404 0.038
H -1.4243 -2.7873 1.2793 0.415 -0.413 -0.072
```
Forces are in eV/Å.

## Properties
**HOMO energy**: -9.24 eV
**LUMO energy**: 0.0279 hartree
**Calculated total energy**: -6733.3189 eV
**Spin multiplicity**: 1
**Energy relative to the best compared isomer or geometry (same formula, charge and spin)**: 195.4 kJ/mol
**HOMO-LUMO gap**: 10.002 eV

---

Record 2
C4H4ClFO2 in the gas phase. Source: the OMol25 dataset; level of theory: ωB97M-V/def2-TZVPD.

XYZ file:
```
12
Properties=species:S:1:pos:R:3:forces:R:3
C -1.3482 1.3060 -1.1305 0.110 -0.244 0.630
C -0.3664 0.4349 -0.9131 0.292 0.567 0.380
C -0.2721 -0.5622 0.2369 -0.896 0.186 -2.242
F -1.3880 -0.4170 0.9610 -0.139 0.088 1.112
Cl -0.4322 -2.2003 -0.5250 0.557 -0.015 0.316
C 0.9755 -0.4439 1.1486 0.906 -1.285 0.953
O 0.8572 -0.0988 2.2913 0.212 0.163 -0.860
O 2.1425 -0.9415 0.6048 -0.442 0.714 0.661
H -2.2751 1.2228 -0.5944 -0.163 0.205 0.445
H -1.2517 2.1772 -1.7767 0.049 -0.657 -0.374
H 0.4642 0.4483 -1.5709 1.025 0.069 -0.275
H 2.8943 -0.9256 1.2680 -1.512 0.210 -0.747
```
Forces are in eV/Å.

## Properties
**HOMO energy**: -10.35 eV
**LUMO energy**: 0.0131 hartree
**Calculated total energy**: -23546.8753 eV
**Spin multiplicity**: 1
**Energy relative to the best compared isomer or geometry (same formula, charge and spin)**: 46.1 kJ/mol
**HOMO-LUMO gap**: 10.704 eV

---

Record 3
C3H9NO3 in the gas phase. Source: the OMol25 dataset; level of theory: ωB97M-V/def2-TZVPD.

XYZ file:
```
16
Properties=species:S:1:pos:R:3:forces:R:3
C 1.2389 0.6899 1.2418 0.149 -0.109 -0.540
C 0.3648 0.6337 0.0013 -1.587 -0.863 0.682
O 0.9428 0.2246 -1.2026 1.540 -0.512 -0.271
O 2.1345 -0.5817 -0.9534 -0.509 0.337 -0.158
N -0.8085 -0.2806 0.2777 0.401 0.964 0.485
C -2.0154 0.0374 -0.4525 0.168 -0.219 -0.103
O -0.4400 -1.6202 0.0432 0.151 -0.194 -0.091
H 2.1490 1.2422 1.0239 0.105 0.023 0.088
H 1.4921 -0.3124 1.5766 0.046 -0.024 -0.003
H 0.6866 1.1783 2.0384 -0.101 0.084 -0.029
H -0.0522 1.6221 -0.2205 -0.052 -0.111 0.057
H 1.7786 -1.4076 -0.5788 -0.228 0.216 -0.105
H -2.7962 -0.6507 -0.1297 -0.025 0.076 -0.050
H -2.3098 1.0541 -0.2049 -0.050 0.044 0.013
H -1.8878 -0.0409 -1.5423 -0.020 -0.013 -0.067
H -0.4773 -1.7882 -0.9181 0.013 0.300 0.092
```
Forces are in eV/Å.

## Properties
**HOMO energy**: -9.11 eV
**LUMO energy**: 0.0297 hartree
**Calculated total energy**: -10884.9053 eV
**Spin multiplicity**: 1
**Energy relative to the best compared isomer or geometry (same formula, charge and spin)**: 547.7 kJ/mol
**HOMO-LUMO gap**: 9.923 eV